The following is a DFT calculation (wB97M-V/def2-TZVPD) of a molecular structure, C36H39FN6O5PTi.

Its spin multiplicity is 2. The net charge is 0. The HOMO energy (spin up / spin down) is -7.05 / -7.21 eV. The value obtained for the orbital gap (spin up / spin down) is 0.2608 / 0.2624 Ha. The total energy is -92264.81251 eV.

Each line ends with the Mulliken charge.
CARTESIAN COORDINATES (ANGSTROEM)
1 Ti -0.1367 -0.3437 -0.7305  -0.86
2 O -1.5562 -1.3677 -1.7562  -0.12
3 N -2.4751 -0.7722 -2.4020  -1.09
4 N -2.3949 0.4856 -2.2515  1.20
5 O -1.4443 1.0062 -1.5071  -0.07
6 C -3.3321 1.3592 -2.8789  0.12
7 C -3.1319 2.7253 -2.7720  -0.27
8 C -4.0363 3.5842 -3.3776  -0.62
9 C -5.1227 3.0818 -4.0754  -0.58
10 C -5.3052 1.7083 -4.1710  -0.51
11 C -4.4152 0.8342 -3.5737  -0.49
12 H -2.2757 3.0965 -2.2303  0.49
13 H -3.8861 4.6526 -3.3017  0.41
14 H -5.8249 3.7558 -4.5459  0.40
15 H -6.1525 1.3115 -4.7136  0.38
16 H -4.5489 -0.2345 -3.6398  0.48
17 O 0.4074 -2.4911 -0.4549  -0.34
18 C -0.0679 -3.1326 0.7481  3.03
19 C -0.5484 -2.0094 1.7146  -0.44
20 O -0.8027 -2.3091 2.8660  -0.66
21 O -0.6955 -0.8495 1.1826  -0.01
22 C -1.2285 -4.0415 0.3686  -0.17
23 C -0.9508 -5.2424 -0.2812  -0.12
24 C -1.9800 -6.0532 -0.7343  -0.91
25 C -3.2987 -5.6750 -0.5308  -0.49
26 C -3.5811 -4.4845 0.1225  -0.97
27 C -2.5525 -3.6680 0.5671  -0.43
28 C 1.0853 -3.9016 1.3717  -0.55
29 C 0.8494 -4.6937 2.4945  -0.27
30 C 1.8898 -5.3785 3.0976  -0.80
31 C 3.1790 -5.2932 2.5845  -0.50
32 C 3.4137 -4.5244 1.4565  -0.78
33 C 2.3710 -3.8314 0.8506  -0.29
34 H 0.0833 -2.9946 -1.2139  0.51
35 H 0.0791 -5.5527 -0.4181  0.39
36 H -1.7513 -6.9841 -1.2365  0.42
37 H -4.1044 -6.3093 -0.8762  0.40
38 H -4.6082 -4.1877 0.2885  0.44
39 H -2.7855 -2.7401 1.0728  0.51
40 H -0.1505 -4.7508 2.9004  0.42
41 H 1.6944 -5.9840 3.9729  0.43
42 H 3.9895 -5.8337 3.0553  0.41
43 H 4.4099 -4.4667 1.0354  0.49
44 H 2.5573 -3.2337 -0.0309  0.34
45 C -0.1642 3.6763 3.1245  -0.95
46 N -1.2786 3.6682 2.1810  0.17
47 C -1.0984 4.7760 1.2457  -0.96
48 N 0.1871 4.7741 0.5511  0.14
49 C 1.2531 4.7452 1.5478  -1.03
50 N 1.1557 3.6335 2.4939  0.24
51 C 1.3829 2.3508 1.8275  -1.72
52 P 0.1534 2.0187 0.4877  3.33
53 C -1.3651 2.3876 1.4746  -1.41
54 C 0.3001 3.6444 -0.3731  -0.68
55 H -0.2647 2.8244 3.8005  0.39
56 H -0.2243 4.5961 3.7116  0.29
57 H -1.1741 5.7096 1.8088  0.31
58 H -1.9026 4.7503 0.5065  0.45
59 H 1.2075 5.6756 2.1187  0.32
60 H 2.2165 4.6969 1.0361  0.40
61 H 1.3187 1.5433 2.5607  0.30
62 H 2.3877 2.3325 1.3949  0.41
63 H -1.5172 1.5721 2.1858  0.34
64 H -2.2237 2.3947 0.7982  0.44
65 H -0.4752 3.7108 -1.1394  0.02
66 H 1.2602 3.6831 -0.8905  0.08
67 F 3.5710 4.8572 -2.9374  -0.40
68 C 3.0340 3.6201 -2.7874  0.42
69 C 1.9031 3.2837 -3.5042  -0.73
70 C 1.3656 2.0154 -3.3458  -0.23
71 C 1.9386 1.0629 -2.4921  0.67
72 C 1.3541 -0.2909 -2.3410  -1.61
73 C 3.0800 1.4596 -1.7832  -0.12
74 C 3.6306 2.7268 -1.9210  -0.70
75 H 1.4588 4.0068 -4.1754  0.43
76 H 0.4764 1.7474 -3.9061  0.37
77 H 2.1282 -1.0319 -2.1231  0.46
78 H 0.8257 -0.5955 -3.2526  0.56
79 H 3.5555 0.7480 -1.1184  0.34
80 H 4.5221 3.0186 -1.3812  0.47
81 C 2.4755 -1.4612 3.8620  -0.83
82 C 3.3643 -0.9680 2.7170  -0.83
83 C 2.5797 -0.6805 1.5180  0.17
84 N 1.9595 -0.4342 0.5861  0.16
85 H 3.0880 -1.6235 4.7473  0.44
86 H 1.9858 -2.3957 3.5979  0.04
87 H 1.7019 -0.7332 4.1000  0.30
88 H 4.1158 -1.7154 2.4551  0.43
89 H 3.8870 -0.0477 2.9868  0.41

Force components x, y, z for each atom (eV/Å):
0.608 0.247 0.584
-0.062 -0.346 -0.119
-0.034 0.198 -0.041
-0.159 0.005 -0.135
0.022 -0.162 -0.025
-0.175 0.075 -0.082
0.038 -0.052 -0.003
-0.026 0.038 -0.007
0.031 -0.001 0.003
-0.038 -0.014 -0.016
0.043 0.033 0.022
-0.010 0.007 -0.005
0.006 0.010 0.004
-0.013 0.012 -0.005
-0.005 -0.007 -0.006
-0.014 -0.016 -0.004
-0.078 0.123 -0.259
0.149 -0.051 0.082
-0.303 0.021 0.052
0.114 0.029 0.002
0.040 -0.033 -0.024
-0.026 -0.037 0.038
0.014 0.014 0.013
-0.006 -0.004 -0.003
-0.007 0.002 -0.002
0.000 -0.009 0.001
0.026 0.027 -0.003
-0.028 -0.075 0.048
0.000 0.013 0.003
0.017 -0.012 0.020
-0.007 0.009 -0.003
0.020 -0.011 0.003
-0.012 0.021 -0.014
-0.005 0.042 -0.042
0.003 0.004 -0.001
0.004 -0.003 0.000
-0.008 -0.005 -0.002
-0.012 0.006 -0.003
0.003 0.011 0.014
-0.012 -0.007 0.004
-0.003 -0.010 0.011
0.013 -0.006 0.007
0.003 0.002 -0.003
0.007 0.007 0.009
-0.001 -0.016 0.046
-0.014 0.003 -0.009
-0.033 0.032 -0.020
-0.027 0.028 -0.006
0.038 0.037 0.002
0.005 0.000 0.011
0.018 0.023 -0.015
-0.020 -0.180 -0.118
0.024 -0.001 0.019
-0.008 -0.034 0.000
0.004 0.011 -0.007
0.002 -0.010 -0.009
0.000 -0.012 -0.004
0.008 0.003 0.007
0.003 -0.005 -0.001
-0.001 -0.001 0.003
-0.002 -0.001 0.034
-0.015 0.011 0.019
-0.005 0.019 -0.004
-0.003 0.020 0.017
0.013 0.022 0.018
-0.008 0.017 0.016
-0.001 0.004 0.006
-0.003 0.002 -0.016
0.049 0.016 0.022
-0.049 0.017 0.028
-0.012 -0.148 -0.109
-0.039 0.082 0.058
0.026 0.001 0.039
-0.021 0.026 -0.039
-0.001 0.011 -0.008
0.012 -0.008 -0.017
-0.034 -0.007 -0.025
0.061 0.031 0.012
0.004 0.014 -0.030
0.011 0.005 0.004
0.034 -0.007 0.009
-0.048 0.020 0.011
0.188 0.025 -0.096
-0.205 -0.131 0.058
0.003 -0.001 0.008
-0.024 -0.026 -0.012
-0.022 0.007 0.002
-0.033 0.014 -0.014
0.008 -0.011 0.002